{
  "formula": "C11H16ClN3S",
  "method": "ωB97M-V with the def2-TZVPD basis set",
  "homo_lumo_gap_ev": 9.40,
  "total_charge": 0,
  "homo_ev": -8.8,
  "total_energy_ev": -39493.5235,
  "relative_energy_kcal_mol": 30.9,
  "smiles": "C=CCN1CCN(Cc2cnc(Cl)s2)CC1",
  "elements": ["C", "C", "C", "N", "C", "C", "N", "C", "C", "C", "N", "C", "Cl", "S", "C", "C", "H", "H", "H", "H", "H", "H", "H", "H", "H", "H", "H", "H", "H", "H", "H", "H"],
  "xyz": [[-2.9092, -1.5637, -1.9395], [-2.7636, -0.5273, -2.7424], [-1.9897, 0.7137, -2.4036], [-1.0539, 0.5081, -1.3153], [-0.6324, 1.7452, -0.6906], [0.2384, 1.4313, 0.5232], [1.4018, 0.6832, 0.0905], [2.4229, 0.5244, 1.1089], [1.9996, -0.2805, 2.2998], [1.3484, 0.1447, 3.4179], [1.0099, -0.8104, 4.3155], [1.3754, -1.9741, 3.9227], [1.1096, -3.3940, 4.7990], [2.1936, -2.0072, 2.3698], [0.9832, -0.5584, -0.5314], [0.1168, -0.2337, -1.7428], [-3.4880, -2.4264, -2.2218], [-2.4491, -1.5789, -0.9668], [-3.2365, -0.5095, -3.7160], [-2.7064, 1.4844, -2.0969], [-1.4825, 1.0880, -3.3132], [-1.5171, 2.2979, -0.3654], [-0.0554, 2.3788, -1.3886], [0.5721, 2.3637, 0.9847], [-0.3645, 0.8688, 1.2556], [2.7115, 1.5251, 1.4444], [3.2882, 0.0519, 0.6362], [1.0994, 1.1653, 3.6435], [1.8705, -1.1116, -0.8473], [0.3989, -1.1895, 0.1583], [-0.2084, -1.1582, -2.2229], [0.7166, 0.3490, -2.4658]],
  "atomic_forces_ev_per_a": [[-0.05, -0.16, 0.01], [-0.02, 0.21, -0.15], [0.06, 0.01, 0.09], [-0.04, 0.12, -0.07], [0.02, 0.08, 0.30], [-0.12, 0.18, -0.18], [0.03, 0.02, -0.10], [-0.01, 0.03, -0.08], [-0.04, -0.20, 0.18], [0.43, -0.01, -0.66], [-0.34, -0.55, 0.77], [0.43, 0.44, -0.94], [-0.07, -0.52, 0.28], [-0.42, 0.43, 0.76], [-0.08, 0.05, -0.31], [0.15, -0.30, 0.12], [-0.14, -0.11, -0.12], [0.15, 0.03, 0.21], [-0.10, -0.10, -0.09], [0.09, 0.02, -0.07], [-0.05, 0.02, 0.09], [0.03, 0.01, -0.03], [-0.06, 0.00, 0.04], [-0.02, 0.01, 0.03], [0.02, 0.07, -0.01], [0.07, -0.10, -0.01], [0.04, 0.13, 0.04], [0.00, 0.26, -0.06], [0.00, -0.04, 0.00], [0.05, -0.02, -0.04], [0.05, 0.04, 0.00], [-0.05, -0.04, 0.02]]
}